Entry 1:
{
  "formula": "C3H24O12",
  "method": "ωB97M-V/def2-TZVPD",
  "species": ["O", "C", "O", "C", "C", "O", "H", "H", "H", "H", "H", "H", "O", "H", "H", "O", "H", "H", "O", "H", "H", "O", "H", "H", "O", "H", "H", "O", "H", "H", "O", "H", "H", "O", "H", "H", "O", "H", "H"],
  "coordinates": [[0.475867, 1.173713, -1.906177], [-0.298646, 0.574890, -1.122951], [-1.322673, 1.106568, -0.498698], [0.139822, -0.753607, -0.503119], [-0.778368, -1.945733, -0.822644], [-0.017197, -3.062058, -0.666721], [-1.317811, 2.142187, -0.567073], [0.357189, -0.516996, 0.546203], [1.172507, -1.084453, -0.818685], [-1.293779, -1.883103, -1.828084], [-1.679975, -1.774712, -0.186370], [0.259028, -3.430355, -1.605307], [-3.161055, -0.195441, 1.379260], [-3.022957, -1.170748, 1.384001], [-3.877878, -0.033395, 1.973723], [-0.705615, -0.602258, 3.013779], [0.040120, -0.986167, 2.570927], [-0.649105, 0.213047, 3.437210], [-1.117382, 3.735918, -0.262610], [-0.255085, 4.080666, -0.085478], [-1.611526, 4.358024, 0.156496], [-4.053676, 1.255138, -1.303675], [-3.682279, 0.837635, -0.584167], [-3.473172, 2.009320, -1.609673], [2.952859, 0.144234, 1.187646], [2.631623, -0.027984, 0.339531], [3.803869, 0.602070, 1.334579], [2.995731, 0.265634, -2.393382], [2.078257, 0.152732, -2.048695], [3.193187, 0.531564, -3.272447], [0.954600, 3.420564, 1.459375], [0.273309, 2.760656, 1.487899], [1.663260, 2.945187, 1.471310], [1.763823, -2.220629, -2.500210], [1.815768, -2.669728, -1.685675], [2.698217, -1.896067, -2.522222], [1.104175, -2.451709, 2.659569], [0.541100, -3.179304, 2.657566], [1.403861, -2.425293, 1.734971]],
  "atomic_forces_ev_per_a": [[-2.37, -1.05, 1.38], [3.54, 0.99, -0.26], [-0.08, 1.52, -0.36], [0.98, 0.24, -0.88], [-1.81, 3.01, -0.53], [1.04, -3.62, -2.01], [0.07, -1.63, -0.11], [-1.08, -0.35, 0.18], [-1.36, 0.91, -0.38], [1.15, 0.15, 0.62], [0.69, -1.23, 0.27], [-1.28, 1.11, 2.86], [0.53, -1.06, -0.91], [-0.12, 1.17, 0.24], [-0.71, 0.02, 0.62], [-2.33, -1.93, -0.63], [1.13, 0.27, 0.48], [0.95, 1.87, 0.65], [1.24, -2.26, -1.95], [1.64, -0.22, -0.04], [-3.06, 2.57, 1.83], [-1.00, 2.84, -3.43], [1.74, -1.27, 2.62], [-0.91, -1.64, 0.84], [0.47, 0.40, 3.53], [0.39, 0.25, -2.37], [-0.87, -0.56, -1.25], [0.90, -1.15, 2.58], [0.45, 1.02, -1.89], [-0.99, 0.40, -0.95], [-6.30, 4.56, -0.10], [-0.88, -0.37, 0.09], [7.31, -4.32, 0.09], [1.71, 0.54, -1.43], [-0.20, -1.06, 1.67], [-0.96, 0.23, -0.70], [1.91, 1.69, -1.02], [-1.72, -2.06, 0.28], [0.20, 0.01, 0.38]],
  "e_lumo_ev": 0.24,
  "orbital_gap_ev": 10.319,
  "multiplicity": 1,
  "total_charge": 0
}

=====

Entry 2:
{
  "formula": "C4H19N3O5",
  "method": "ωB97M-V/def2-TZVPD",
  "species": ["N", "C", "C", "C", "N", "C", "N", "O", "H", "H", "H", "H", "H", "H", "H", "H", "H", "H", "H", "O", "H", "H", "O", "H", "H", "O", "H", "H", "O", "H", "H"],
  "coordinates": [[-2.236637, 1.090489, 0.060208], [-1.351480, 2.180443, -0.563923], [-0.156112, 1.923010, -1.382495], [1.175752, 1.420233, -0.620918], [1.033900, 0.066984, -0.176258], [1.882790, -0.482222, 0.721381], [2.911896, 0.343974, 1.156493], [1.574782, -1.475300, 1.428012], [-2.350947, 0.198076, -0.478919], [-1.981872, 0.667514, 1.014469], [-0.967701, 2.624394, 0.328433], [-2.183937, 2.683993, -1.208791], [-0.439876, 1.398855, -2.259392], [0.209402, 2.774814, -1.943270], [2.227078, 1.388788, -1.087249], [1.473719, 2.072729, 0.143458], [0.133137, -0.421027, -0.307274], [3.534162, 0.847610, 0.496351], [3.524297, -0.105875, 1.796530], [-1.835276, -1.109270, -1.772643], [-1.633333, -0.702770, -2.691407], [-2.564934, -1.767429, -1.847057], [-1.220299, -1.679918, 1.468474], [-0.525833, -2.366745, 1.571577], [-1.708930, -1.848283, 0.657263], [0.361058, -2.602508, -1.856985], [-0.554231, -2.439988, -1.630552], [0.710049, -3.235984, -1.179021], [0.234769, -0.564468, 3.779037], [-0.260154, -0.780861, 2.974408], [0.984760, -0.099256, 3.410062]],
  "atomic_forces_ev_per_a": [[0.70, -2.26, 0.79], [-3.21, -1.02, 0.81], [3.31, -0.59, -0.60], [0.27, -1.01, -2.36], [-0.80, -1.16, 0.32], [-1.93, -0.53, 2.55], [1.44, 0.78, -1.32], [1.08, 0.72, -1.82], [0.29, 1.80, 0.09], [0.22, 1.59, -1.74], [-0.48, 1.55, 0.44], [2.00, 0.10, 1.31], [0.08, -1.78, -0.70], [-0.27, 1.14, 0.55], [-1.80, 0.62, -1.16], [-0.69, 1.14, 1.84], [1.02, 0.41, 0.23], [-1.15, -0.39, 0.25], [0.10, -0.71, 0.69], [-0.41, 0.05, -2.01], [-0.73, -1.29, 2.19], [0.60, 0.91, -0.52], [0.14, -0.49, 0.20], [-0.41, 0.69, -0.37], [0.18, -0.18, 0.11], [1.12, -1.31, 0.78], [-0.14, 0.18, 0.12], [-0.44, 0.93, -0.92], [-0.45, 0.14, -0.09], [-0.06, -0.07, 0.26], [0.40, 0.04, 0.05]],
  "e_lumo_ev": -0.15,
  "de_lowest_kj_mol": 170.6,
  "orbital_gap_ev": 8.770,
  "multiplicity": 1,
  "total_charge": 0
}

=====

Entry 3:
{
  "formula": "C30H24ClF6NO8PS2Sn",
  "method": "ωB97M-V/def2-TZVPD",
  "species": ["Sn", "C", "C", "O", "C", "C", "C", "C", "C", "C", "O", "H", "H", "H", "H", "H", "H", "H", "Cl", "C", "C", "C", "C", "C", "C", "P", "C", "C", "C", "C", "C", "C", "C", "C", "C", "C", "C", "C", "H", "H", "H", "H", "H", "H", "H", "H", "H", "H", "H", "H", "H", "H", "F", "C", "F", "F", "S", "O", "O", "N", "S", "O", "O", "C", "F", "F", "F", "C", "C", "O", "O", "H", "H", "H"],
  "coordinates": [[-1.929481, 1.473591, 1.544351], [2.539919, 1.436491, 2.443051], [1.659019, 1.066491, 1.291651], [0.512619, 0.679091, 1.481251], [2.169619, 1.214591, -0.087549], [3.305619, 1.983291, -0.358249], [3.646719, 2.332491, -1.649349], [2.828719, 1.965291, -2.704549], [1.734019, 1.151491, -2.471549], [1.433219, 0.737291, -1.186449], [0.353919, -0.133209, -1.039849], [2.053819, 1.135891, 3.369851], [2.656319, 2.519791, 2.451951], [3.524519, 0.978191, 2.368351], [3.910819, 2.333191, 0.460751], [4.534419, 2.914391, -1.837249], [3.041419, 2.292991, -3.708449], [1.101419, 0.839391, -3.285249], [-2.528681, -0.177809, -0.813449], [-2.307181, -1.750609, -1.532549], [-3.397381, -2.407509, -2.093049], [-3.265481, -3.694509, -2.585049], [-2.044081, -4.347409, -2.525249], [-0.944481, -3.687809, -2.010549], [-1.060781, -2.382209, -1.528749], [0.416519, -1.694909, -0.755149], [1.866419, -2.309509, -1.649149], [1.879219, -2.040709, -3.019449], [2.958619, -2.428209, -3.788649], [4.020619, -3.099909, -3.200249], [3.985419, -3.409509, -1.849149], [2.914619, -3.009009, -1.065349], [0.363919, -2.131809, 0.998551], [1.470719, -1.977809, 1.829351], [1.380119, -2.336409, 3.159951], [0.204419, -2.868309, 3.665851], [-0.894981, -3.022609, 2.839351], [-0.823281, -2.649009, 1.510151], [-4.351881, -1.909509, -2.111249], [-4.125881, -4.196209, -2.998749], [-1.952581, -5.366709, -2.865349], [0.019019, -4.176409, -1.966649], [1.029819, -1.550309, -3.474749], [2.968219, -2.219409, -4.847649], [4.870319, -3.392209, -3.796849], [4.789019, -3.974209, -1.402849], [2.894719, -3.253909, -0.014749], [2.391019, -1.564909, 1.441351], [2.228419, -2.203509, 3.813451], [0.142719, -3.167809, 4.701451], [-1.815081, -3.426709, 3.230951], [-1.687481, -2.773309, 0.877151], [0.055719, 5.658591, 3.053251], [-0.538681, 6.009291, 1.914251], [-1.530081, 6.838891, 2.191551], [0.356319, 6.640791, 1.163651], [-1.243781, 4.497591, 1.093151], [-0.163881, 3.578691, 0.842051], [-2.199081, 3.984091, 2.046151], [-1.895881, 5.097791, -0.179849], [-2.911281, 4.099691, -0.844949], [-4.282981, 4.404391, -0.713249], [-2.533681, 2.721491, -0.570249], [-2.403681, 4.318791, -2.631349], [-1.113181, 3.985091, -2.729349], [-2.546381, 5.574991, -3.018149], [-3.074481, 3.533791, -3.469849], [-3.893181, -0.681809, 4.596051], [-3.045181, -0.213609, 3.452651], [-3.523081, -0.216809, 2.280351], [-1.872081, 0.179191, 3.661651], [-4.508381, -1.519809, 4.282151], [-4.552881, 0.130691, 4.893451], [-3.251481, -0.941809, 5.430951]],
  "atomic_forces_ev_per_a": [[-0.01, -1.02, 1.26], [-0.23, -0.05, 0.17], [-0.19, -0.01, 0.10], [0.15, 0.24, 0.18], [-0.27, -0.18, -0.42], [-0.20, -0.16, 0.03], [0.08, 0.09, -0.12], [0.00, -0.11, 0.23], [-0.21, -0.16, 0.15], [0.49, 0.37, -0.01], [-0.03, 0.02, -0.08], [0.01, 0.00, -0.06], [0.09, 0.10, 0.03], [0.07, 0.03, -0.05], [0.06, 0.08, 0.12], [0.07, 0.13, 0.04], [0.07, 0.03, -0.13], [-0.11, -0.07, -0.11], [-0.36, -0.56, -0.83], [0.09, -0.31, -0.03], [0.03, 0.39, 0.23], [0.16, 0.02, 0.07], [0.02, -0.01, 0.02], [0.00, 0.12, -0.01], [0.31, 0.30, 0.32], [0.13, -0.41, 0.10], [-0.56, 0.13, 0.32], [-0.07, -0.02, 0.03], [-0.05, 0.03, -0.05], [-0.06, -0.02, 0.15], [0.05, 0.00, -0.01], [-0.03, -0.02, 0.09], [0.06, -0.02, -0.80], [0.06, -0.05, 0.07], [0.22, 0.03, 0.01], [-0.16, -0.03, -0.11], [-0.02, 0.04, 0.13], [-0.02, -0.03, -0.11], [-0.15, 0.09, 0.00], [-0.10, -0.02, -0.04], [0.03, -0.06, -0.09], [0.02, -0.09, -0.05], [0.00, 0.06, -0.10], [0.00, 0.03, -0.07], [0.07, -0.07, -0.07], [0.10, 0.00, 0.05], [0.00, -0.06, 0.08], [0.12, 0.04, 0.01], [0.12, 0.00, 0.02], [0.02, 0.03, 0.07], [-0.10, -0.04, 0.02], [-0.10, -0.01, -0.03], [-0.11, -0.37, -0.12], [0.08, 0.51, 0.12], [-0.14, -0.02, -0.04], [-0.12, -0.31, -0.26], [0.94, 0.76, 0.24], [0.76, -0.11, 0.03], [-0.65, -0.25, 0.83], [-0.13, 0.41, 0.07], [0.04, -0.25, -1.34], [-0.60, 0.49, -0.05], [-0.04, -0.54, -0.17], [0.36, 0.02, -0.16], [0.12, 0.00, 0.11], [-0.14, 0.12, 0.16], [-0.32, -0.06, 0.43], [0.13, -0.08, -0.03], [-0.11, -0.34, -0.09], [-0.11, 0.50, -0.53], [0.57, 0.75, -0.12], [-0.06, -0.05, 0.03], [-0.06, 0.06, 0.03], [-0.06, -0.06, 0.13]],
  "e_lumo_ev": -3.34,
  "de_lowest_kj_mol": 68.7,
  "orbital_gap_ev": 8.116,
  "multiplicity": 1,
  "total_charge": 1
}